DFT (ωB97M-V/def2-TZVPD) results for a structure of composition C25H28KN8S9Sb.

The value obtained for the HOMO energy (alpha / beta) is -0.0945 / -0.1845 Eh. Its spin multiplicity is 2. Its maximum force is 0.0052 hartree/bohr. Its total charge is -1. For the LUMO energy (alpha / beta), the calculation gives 1.2 / 1.2 eV. As for the total energy: -5831.52723 hartree. The frontier orbital gap (alpha / beta) comes out at 3.768 / 6.214 eV.

CARTESIAN COORDINATES (ANGSTROEM)
K -0.61 -0.11 -1.35
S 1.50 -6.44 3.27
N 0.18 -5.44 3.41
C 0.10 -4.78 2.25
C -0.87 -3.76 1.94
C -1.84 -3.37 2.88
C -2.66 -2.31 2.59
C -2.49 -1.65 1.37
N -1.62 -2.01 0.46
C -0.81 -3.07 0.71
C 0.19 -3.43 -0.27
N 0.23 -2.77 -1.46
C 1.16 -3.09 -2.33
C 2.14 -4.07 -2.11
C 2.12 -4.74 -0.92
C 1.14 -4.44 0.04
C 1.11 -5.10 1.32
N 1.99 -6.02 1.73
H -1.90 -3.91 3.82
H -3.41 -1.97 3.29
H -3.08 -0.76 1.15
H 1.16 -2.52 -3.26
H 2.88 -4.27 -2.87
H 2.85 -5.51 -0.68
S 2.27 3.94 -4.50
Sb 2.57 2.44 -2.88
S 2.55 0.22 -3.23
S 3.41 3.17 -0.90
C 2.37 1.39 2.06
C 1.22 0.96 1.13
N 1.21 -0.50 0.98
C 2.39 -0.94 0.23
C 3.66 -0.30 0.82
N 3.28 0.20 2.19
C 2.60 -0.88 2.97
C 1.23 -1.13 2.30
H 2.04 1.65 3.06
H 2.94 2.21 1.62
H 1.35 1.42 0.16
H 0.26 1.29 1.54
H 2.31 -0.65 -0.82
H 2.43 -2.03 0.28
H 3.99 0.56 0.24
H 4.47 -1.01 0.95
H 4.13 0.49 2.68
H 2.51 -0.54 4.00
H 3.24 -1.75 2.94
H 0.41 -0.72 2.89
H 1.07 -2.20 2.20
C -4.23 -0.48 -1.88
S -3.45 0.92 -2.73
C -4.05 2.28 -1.79
C -3.61 2.65 -0.56
S -2.42 1.96 0.46
S -4.43 4.09 0.05
C -5.45 4.44 -1.30
S -6.50 5.71 -1.35
S -5.31 3.25 -2.53
H -3.88 -1.38 -2.37
H -5.31 -0.41 -1.95
H -3.92 -0.49 -0.84
C -1.80 5.13 -2.56
N -0.64 4.77 -1.74
C 0.28 5.83 -1.33
C -0.18 3.55 -1.77
N 0.24 2.47 -1.77
H -2.38 5.88 -2.02
H -2.41 4.24 -2.70
H -1.48 5.53 -3.52
H -0.27 6.58 -0.76
H 0.75 6.29 -2.20
H 1.07 5.40 -0.70

Charges computed using Löwdin, reported in e: number 1, K, carries 0.48; number 2, S, carries 0.80; number 3, N, carries -0.29; number 4, C, carries -0.38; number 5, C, carries -0.13; number 6, C, carries -0.02; number 7, C, carries -0.06; number 8, C, carries -0.17; number 9, N, carries 0.07; number 10, C, carries -0.19; number 11, C, carries -0.19; number 12, N, carries 0.05; number 13, C, carries -0.18; number 14, C, carries -0.06; number 15, C, carries -0.02; number 16, C, carries -0.12; number 17, C, carries -0.37; number 18, N, carries -0.29; number 19, H, carries 0.11; number 20, H, carries 0.10; number 21, H, carries 0.05; number 22, H, carries 0.08; number 23, H, carries 0.10; number 24, H, carries 0.11; number 25, S, carries -0.19; number 26, Sb, carries 0.06; number 27, S, carries -0.12; number 28, S, carries -0.14; number 29, C, carries -0.08; number 30, C, carries -0.17; number 31, N, carries -0.15; number 32, C, carries -0.15; number 33, C, carries -0.05; number 34, N, carries -0.08; number 35, C, carries -0.05; number 36, C, carries -0.12; number 37, H, carries 0.13; number 38, H, carries 0.06; number 39, H, carries 0.05; number 40, H, carries 0.10; number 41, H, carries 0.02; number 42, H, carries 0.12; number 43, H, carries 0.08; number 44, H, carries 0.13; number 45, H, carries 0.18; number 46, H, carries 0.13; number 47, H, carries 0.14; number 48, H, carries 0.14; number 49, H, carries 0.11; number 50, C, carries -0.37; number 51, S, carries 0.76; number 52, C, carries -1.04; number 53, C, carries -1.20; number 54, S, carries 0.46; number 55, S, carries 0.87; number 56, C, carries -1.54; number 57, S, carries 0.47; number 58, S, carries 0.87; number 59, H, carries 0.04; number 60, H, carries 0.04; number 61, H, carries 0.00; number 62, C, carries -0.01; number 63, N, carries -0.15; number 64, C, carries -0.03; number 65, C, carries -0.33; number 66, N, carries 0.01; number 67, H, carries 0.09; number 68, H, carries 0.07; number 69, H, carries 0.10; number 70, H, carries 0.09; number 71, H, carries 0.09; number 72, H, carries 0.07

***

DFT (ωB97M-V/def2-TZVPD) results for an isolated molecule of C25H28N4O5 in a non-equilibrium geometry.

The value obtained for the HOMO energy is -0.2934 Eh. Its spin multiplicity is 1. Its maximum force is 0.0299 hartree/bohr. For the LUMO energy, the calculation gives 0.3 eV. As for the total energy: -1564.75282 hartree. The frontier orbital gap comes out at 8.307 eV.

CARTESIAN COORDINATES (ANGSTROEM)
C 5.79 1.45 -1.71
C 5.42 0.17 -0.97
C 5.47 0.36 0.55
O 4.56 1.34 1.01
C 3.21 1.20 0.86
C 2.51 2.40 0.87
C 1.13 2.45 0.75
C 0.42 1.27 0.61
C -1.03 1.18 0.48
N -1.68 0.10 0.90
C -2.97 0.31 0.58
C -3.12 1.53 -0.06
C -4.39 1.97 -0.55
O -4.66 3.01 -1.13
N -5.36 1.02 -0.29
C -5.27 -0.20 0.36
O -6.23 -0.91 0.50
N -4.01 -0.53 0.81
C -3.77 -1.81 1.47
C -2.87 -2.68 0.65
C -1.72 -3.23 1.19
C -0.90 -4.05 0.43
C -1.22 -4.30 -0.90
C -2.36 -3.74 -1.45
C -3.18 -2.94 -0.68
N -1.85 2.08 -0.12
C -1.57 3.33 -0.76
C -1.85 4.54 0.16
O -3.14 4.56 0.66
C 1.11 0.05 0.64
C 2.49 -0.01 0.77
O 3.19 -1.18 0.85
C 2.54 -2.41 0.60
C 2.25 -2.65 -0.88
H 6.80 1.75 -1.47
H 5.12 2.25 -1.42
H 5.71 1.30 -2.78
H 6.12 -0.63 -1.23
H 4.42 -0.15 -1.25
H 6.44 0.76 0.85
H 5.30 -0.60 1.06
H 3.08 3.31 0.97
H 0.64 3.40 0.81
H -6.30 1.26 -0.60
H -3.32 -1.61 2.45
H -4.76 -2.27 1.60
H -1.47 -3.03 2.22
H -0.02 -4.49 0.87
H -0.58 -4.93 -1.50
H -2.61 -3.93 -2.49
H -4.08 -2.52 -1.11
H -0.53 3.34 -1.10
H -2.23 3.41 -1.63
H -1.63 5.45 -0.42
H -1.19 4.51 1.03
H -3.77 4.37 -0.06
H 0.52 -0.84 0.57
H 1.62 -2.50 1.19
H 3.25 -3.16 0.96
H 1.55 -1.92 -1.26
H 3.18 -2.57 -1.45
H 1.83 -3.64 -1.02

Charges computed using Löwdin, reported in e: number 1, C, carries -0.10; number 2, C, carries -0.22; number 3, C, carries -0.19; number 4, O, carries -0.03; number 5, C, carries -0.19; number 6, C, carries 0.01; number 7, C, carries -0.03; number 8, C, carries -0.13; number 9, C, carries -0.20; number 10, N, carries 0.22; number 11, C, carries -0.19; number 12, C, carries -0.06; number 13, C, carries -0.39; number 14, O, carries 0.05; number 15, N, carries 0.22; number 16, C, carries -0.47; number 17, O, carries 0.08; number 18, N, carries 0.06; number 19, C, carries -0.07; number 20, C, carries -0.22; number 21, C, carries -0.05; number 22, C, carries -0.10; number 23, C, carries -0.10; number 24, C, carries -0.08; number 25, C, carries -0.03; number 26, N, carries 0.06; number 27, C, carries -0.09; number 28, C, carries -0.24; number 29, O, carries -0.05; number 30, C, carries 0.05; number 31, C, carries -0.17; number 32, O, carries -0.07; number 33, C, carries -0.23; number 34, C, carries -0.05; number 35, H, carries 0.07; number 36, H, carries 0.07; number 37, H, carries 0.07; number 38, H, carries 0.11; number 39, H, carries 0.10; number 40, H, carries 0.13; number 41, H, carries 0.12; number 42, H, carries 0.12; number 43, H, carries 0.09; number 44, H, carries 0.17; number 45, H, carries 0.13; number 46, H, carries 0.13; number 47, H, carries 0.11; number 48, H, carries 0.10; number 49, H, carries 0.10; number 50, H, carries 0.10; number 51, H, carries 0.12; number 52, H, carries 0.13; number 53, H, carries 0.13; number 54, H, carries 0.12; number 55, H, carries 0.11; number 56, H, carries 0.06; number 57, H, carries 0.10; number 58, H, carries 0.11; number 59, H, carries 0.13; number 60, H, carries 0.08; number 61, H, carries 0.08; number 62, H, carries 0.07

***

Record-wise energy above the lowest of the compared OMol25 structures with the same formula, charge and spin values, in eV: 0.2438, 0.8204